Entry 1:
The following is a quantum chemistry calculation of a cluster of 6 separate species, C5H24N2O6 in total at a distorted geometry, from the OMol25 dataset.

Structure (ORCA input):
```
! wB97M-V def2-TZVPD RIJCOSX def2/J DEFGRID3
* xyz 0 1
C -2.45 -0.42 0.09
N -1.17 -0.19 -0.62
C 0.05 -0.30 0.22
C 0.10 -1.72 0.87
N 1.49 -1.90 1.37
C 0.17 0.85 1.24
C 1.35 1.75 0.92
O 0.33 0.38 2.58
H -2.40 -1.43 0.58
H -2.67 0.32 0.90
H -3.27 -0.38 -0.67
H -1.18 0.76 -1.12
H 0.92 -0.20 -0.58
H -0.21 -2.48 0.11
H -0.65 -1.78 1.77
H 2.08 -1.87 0.62
H 1.63 -2.82 1.79
H -0.79 1.42 1.30
H 1.33 2.19 -0.13
H 2.30 1.25 1.02
H 1.39 2.61 1.68
H 1.01 -0.31 2.68
O -0.77 2.87 -1.57
H -1.62 3.33 -1.70
H -0.56 2.99 -0.58
O 0.64 1.24 -3.17
H 0.16 1.89 -2.61
H 0.40 1.49 -4.08
O -2.18 -0.38 3.15
H -2.35 -0.13 4.10
H -1.26 -0.16 2.98
O 2.59 -2.01 -1.40
H 1.77 -1.88 -1.89
H 3.28 -1.70 -1.93
O 0.39 -1.41 -2.77
H -0.32 -1.43 -2.16
H 0.47 -0.47 -3.02
*
```

- Lowest unoccupied orbital energy: -0.011 eV
- Electronic energy: -20839.397 eV
- SMILES: CN[C@H](CN)[C@H](C)O.O.O.O.O.O


Entry 2:
The following is a quantum chemistry calculation of a cluster of 8 separate species, C5H24O8 in total at a distorted geometry, from the OMol25 dataset.

Structure (ORCA input):
```
! wB97M-V def2-TZVPD RIJCOSX def2/J DEFGRID3
* xyz -2 1
O -0.75 0.26 0.29
H 0.00 0.84 0.45
H -1.35 0.27 1.03
H -0.50 -0.60 -0.08
C -0.70 -1.23 -2.94
C 0.22 -1.96 -1.94
C 1.53 -1.19 -1.77
O -0.37 -2.21 -0.65
H -0.85 -0.20 -2.64
H -1.62 -1.79 -3.10
H -0.28 -1.22 -3.95
H 0.49 -2.89 -2.44
H 1.85 -0.83 -2.75
H 2.41 -1.65 -1.33
H 1.36 -0.31 -1.16
C -2.57 3.24 -0.01
O -2.58 3.55 1.40
H -2.01 2.40 -0.42
H -3.55 3.40 -0.47
H -2.09 4.05 -0.57
C 2.25 2.39 -0.25
O 1.27 2.20 0.71
H 2.32 3.45 -0.45
H 3.23 2.29 0.22
H 2.19 1.68 -1.08
O 1.91 -2.69 1.05
H 1.17 -2.42 0.50
H 1.98 -3.63 0.91
O -2.41 0.67 2.21
H -2.67 1.55 1.96
H -2.79 0.54 3.08
O 1.91 0.52 3.22
H 1.77 0.94 2.37
H 2.82 0.23 3.20
O -1.42 -3.53 1.86
H -1.23 -3.10 1.03
H -0.94 -3.02 2.51
*
```

- Lowest unoccupied orbital energy: 5.410 eV
- Electronic energy: -21950.774 eV


Entry 3:
The following is a quantum chemistry calculation of a cluster of 8 separate species, C5H25NO7 in total at a distorted geometry, from the OMol25 dataset.

Structure (ORCA input):
```
! wB97M-V def2-TZVPD RIJCOSX def2/J DEFGRID3
* xyz 0 1
C 0.54 1.27 -3.50
C 0.06 0.51 -2.26
C 0.65 0.82 -0.90
C 2.13 0.50 -0.82
C -0.09 1.26 0.11
N 0.41 1.38 1.42
H 0.07 0.81 -4.36
H 0.18 2.30 -3.44
H 1.62 1.29 -3.51
H -1.03 0.60 -2.15
H 0.22 -0.57 -2.40
H 2.35 -0.54 -0.52
H 2.66 1.02 -0.03
H 2.58 0.62 -1.80
H -1.16 1.37 0.00
H 1.39 1.58 1.53
H -0.09 1.94 2.10
O -2.57 1.43 2.46
H -1.78 1.05 2.07
H -3.18 1.44 1.72
O -1.77 -1.22 2.90
H -2.55 -0.67 2.99
H -1.05 -0.59 2.83
O -1.01 -2.28 -0.78
H -1.41 -2.46 -1.65
H -0.16 -2.14 -1.15
O -3.04 -0.37 -0.18
H -3.98 -0.52 -0.22
H -2.50 -1.13 -0.45
O 2.07 -2.87 -1.00
H 1.84 -2.83 -0.06
H 2.92 -3.32 -1.03
O 0.83 -2.69 1.86
H 0.09 -2.65 1.25
H 0.51 -2.05 2.51
O 2.64 3.45 -0.27
H 2.71 3.12 -1.18
H 1.69 3.41 -0.13
*
```

- Lowest unoccupied orbital energy: 0.296 eV
- Electronic energy: -21412.923 eV
- SMILES: CC/C(C)=C/N.O.O.O.O.O.O.O


Entry 4:
The following is a quantum chemistry calculation of a cluster of 8 separate species, C5H25NO8 in total at a distorted geometry, from the OMol25 dataset.

Structure (ORCA input):
```
! wB97M-V def2-TZVPD RIJCOSX def2/J DEFGRID3
* xyz 0 1
C -2.37 2.33 -1.03
C -2.90 1.25 0.00
C -2.02 1.22 1.25
N -1.85 -0.14 1.78
C -0.34 -0.49 1.83
C -0.26 -1.99 1.57
O 0.74 -2.57 1.39
H -3.10 2.43 -1.83
H -1.48 2.08 -1.63
H -2.22 3.24 -0.56
H -2.67 0.35 -0.60
H -4.00 1.44 0.16
H -2.37 2.10 1.86
H -1.03 1.59 1.01
H -2.21 0.00 2.79
H 0.18 0.01 2.66
H 0.17 -0.08 0.93
H -1.24 -2.55 1.67
O 2.21 0.86 -2.94
H 1.92 1.20 -2.09
H 1.87 1.31 -3.66
O 1.02 -3.52 -0.66
H 1.28 -3.98 0.14
H 1.74 -3.01 -0.92
O 1.10 2.40 -0.91
H 0.34 2.40 -1.51
H 0.76 1.88 -0.21
O 3.32 -0.60 0.09
H 3.97 -1.04 -0.27
H 2.64 -1.09 0.45
O 0.64 -0.12 -0.85
H 1.44 0.35 -0.92
H 0.89 -1.03 -1.35
O 2.19 1.19 1.66
H 2.91 1.41 1.06
H 2.39 0.46 2.22
O -1.54 -3.19 -1.05
H -1.02 -3.64 -0.42
H -1.10 -2.45 -1.14
*
```

- Lowest unoccupied orbital energy: 0.221 eV
- Electronic energy: -23456.616 eV
- SMILES: CCCNCC=O.O.O.O.O.O.O.O